Formula: C40H39BClN2O8
Source: OMol25
Level of theory: ωB97M-V/def2-TZVPD

Geometry as XYZ:
```
91
Properties=species:S:1:pos:R:3:mulliken_charge:R:1
C -1.1518 -0.3087 2.4441 -1.7436
C -0.8180 0.1072 1.0101 0.6204
N -0.1045 1.3867 0.9634 0.4603
C 0.2123 1.7850 -0.4411 -0.1872
C 1.7232 1.8284 -0.7429 -0.9705
B 2.0230 0.6745 -1.8212 0.6689
O 3.4292 0.4567 -2.2668 -0.7691
C 3.3944 -0.8331 -2.7887 -0.9888
C 2.4920 -1.6389 -1.8165 1.3082
C 3.3152 -2.4416 -0.7770 -1.8031
C 2.6294 -2.4958 0.5962 -0.1611
N 2.8512 -1.3158 1.4391 -0.3995
C 1.5441 -2.6372 -2.5281 -1.2760
C 0.3131 -1.9298 -3.0204 0.7990
O 0.1830 -1.1650 -3.8991 -0.4400
Cl -1.1563 -2.3386 -2.0020 -0.3040
O 1.7199 -0.6734 -1.1644 -0.3085
C -0.7881 2.4417 1.6302 0.4033
C -2.2490 2.7062 1.2794 -1.1280
O -0.2373 3.1463 2.4247 -0.6069
H -0.4182 0.1259 3.1300 0.3718
H -1.1058 -1.3947 2.5563 0.4232
H -2.1453 0.0287 2.7552 0.3904
H -1.7324 0.1208 0.3893 0.1234
H -0.1503 -0.6220 0.5423 -0.2123
H -0.2622 1.0426 -1.0957 0.0434
H -0.2742 2.7409 -0.6788 0.3664
H 2.2485 1.6505 0.2031 0.3604
H 2.0171 2.8208 -1.1026 0.2284
H 1.3088 0.8361 -2.8284 -0.3846
H 4.4103 -1.2488 -2.8164 0.3744
H 2.9606 -0.8515 -3.8029 0.2925
H 3.4729 -3.4666 -1.1427 0.4605
H 4.3093 -1.9916 -0.6650 0.4377
H 1.5485 -2.6001 0.4445 0.1902
H 2.9841 -3.3843 1.1357 0.1980
H 3.7422 -0.8955 1.1947 0.3283
H 2.1598 -0.6139 1.1942 -0.0405
H 1.2418 -3.3951 -1.8055 0.4808
H 2.0125 -3.1322 -3.3873 0.4018
H -2.2951 3.6478 0.7270 0.3715
H -2.8194 2.8289 2.2019 0.3086
H -2.6971 1.9258 0.6634 0.2925
C 1.8296 0.1097 9.6418 -0.4926
C 1.2361 -0.8993 10.3939 -0.4593
C 0.9126 -2.1074 9.8015 -0.5618
C 1.1763 -2.3111 8.4515 0.1671
C 1.7649 -1.2977 7.6967 0.0967
C 2.0938 -0.0885 8.2977 -0.4806
C 2.0481 -1.4776 6.2377 0.4921
O 2.5866 -0.5998 5.6037 -0.6374
C 1.6452 -2.7689 5.6109 -0.0972
C 1.8476 -2.9460 4.2452 -0.3663
C 1.4861 -4.1491 3.6573 -0.0924
C 0.9291 -5.1699 4.4193 -0.8205
C 0.7254 -4.9941 5.7770 -0.5694
C 1.0784 -3.7922 6.3782 0.2230
C 0.8291 -3.6257 7.8362 0.6340
O 0.3568 -4.5206 8.5079 -0.6833
H 2.0835 1.0536 10.1069 0.3961
H 1.0257 -0.7398 11.4438 0.3914
H 0.4541 -2.9059 10.3689 0.4635
H 2.5504 0.6839 7.6938 0.5052
H 2.2715 -2.1493 3.6411 0.8403
H 1.6289 -4.2838 2.5938 0.2607
H 0.6484 -6.1041 3.9493 0.4026
H 0.2896 -5.7747 6.3857 0.4729
C -4.2940 0.9855 -3.5083 -0.8940
C -2.9339 0.7074 -3.4387 0.0912
C -2.0595 1.2559 -4.3658 -0.4970
C -2.5560 2.0795 -5.3712 -0.0809
C -3.9272 2.3499 -5.4473 0.2304
C -4.7924 1.8022 -4.5087 -0.6167
C -4.4933 3.2087 -6.5220 0.6577
O -5.6813 3.4542 -6.5839 -0.6908
C -3.5475 3.7619 -7.5360 0.1580
C -4.0498 4.5400 -8.5735 -0.5868
C -3.1894 5.0691 -9.5193 -0.4467
C -1.8221 4.8268 -9.4316 -0.4924
C -1.3178 4.0521 -8.4014 -0.5046
C -2.1786 3.5143 -7.4518 0.1712
C -1.6053 2.6693 -6.3563 0.4382
O -0.4128 2.4786 -6.2892 -0.6466
H -4.9683 0.5593 -2.7761 0.4151
H -2.5578 0.0570 -2.6601 0.3195
H -0.9985 1.0462 -4.3182 0.7095
H -5.8484 2.0250 -4.5783 0.4673
H -5.1152 4.7195 -8.6209 0.4620
H -3.5816 5.6731 -10.3276 0.3935
H -1.1497 5.2444 -10.1702 0.3904
H -0.2587 3.8509 -8.3143 0.4872
```

Computed properties:
Gap between HOMO and LUMO   5.8 eV
Multiplicity   1
Calculated total energy   -74676.338 eV
Net charge   -1
E_HOMO   -0.1840 hartree


Formula: C40H39BF6
Source: OMol25
Level of theory: ωB97M-V/def2-TZVPD

Geometry as XYZ:
```
86
Properties=species:S:1:pos:R:3:mulliken_charge:R:1
C -2.7448 4.4834 4.3481 -1.4516
C -1.8980 3.6742 3.3991 0.8920
C -1.9951 3.8017 2.0047 -1.1618
C -1.1804 3.0788 1.1359 1.1838
C -1.4586 3.1583 -0.3446 -1.6171
C -0.1468 2.2826 1.6851 0.3734
C 0.7992 1.5408 0.7731 2.4370
C 2.3110 1.5967 0.8984 -1.7934
C 2.9658 2.3080 -0.3143 0.3663
C 4.4927 2.1531 -0.2537 -1.5184
C 2.3938 1.8137 -1.6634 0.2489
C 2.1439 0.4277 -1.8978 1.8565
C 2.7687 -0.7190 -1.1557 -1.8489
C 1.2719 0.0444 -2.9205 -0.3201
C 0.7296 1.0153 -3.7782 0.5882
C -0.2020 0.5873 -4.8736 -1.3685
C 1.0582 2.3694 -3.5967 -1.3349
C 1.9831 2.7594 -2.6232 0.7140
C 2.4664 4.1697 -2.6309 -1.7298
C -0.1150 2.0502 3.0767 0.8941
C 0.7659 1.0107 3.7205 -1.3375
C -0.9446 2.7962 3.9078 -1.1529
H -2.5521 4.1810 5.3871 0.3406
H -2.5546 5.5668 4.3038 0.3029
H -3.8163 4.3492 4.1544 0.3275
H -2.7777 4.4374 1.5853 0.4078
H -2.4955 3.4733 -0.5280 0.4494
H -0.8070 3.8831 -0.8475 0.3024
H -1.3460 2.1980 -0.8588 0.2528
H 0.4570 1.6380 -0.2645 -0.4763
H 0.7323 0.5079 0.9834 -1.3902
H 2.7339 0.5622 0.8859 0.1775
H 2.5188 2.0538 1.8814 0.8565
H 2.6914 3.3735 -0.1567 0.6233
H 4.9347 2.6226 -1.1439 0.3228
H 4.8544 2.6521 0.6566 0.4535
H 4.8178 1.0986 -0.2131 0.2403
H 3.7736 -0.4684 -0.7969 0.0216
H 2.1111 -1.0823 -0.3421 0.1303
H 2.8595 -1.5556 -1.8673 0.6468
H 1.0325 -1.0295 -3.0753 0.0579
H -0.3117 1.3820 -5.6249 0.3992
H 0.1958 -0.3160 -5.3590 0.3355
H -1.1866 0.3382 -4.4515 0.1524
H 0.6512 3.1484 -4.2569 0.3125
H 2.2571 4.5585 -3.6298 0.5104
H 1.9431 4.7993 -1.8988 0.2954
H 3.5466 4.2484 -2.4902 0.2634
H 0.3424 0.7880 4.7049 0.4543
H 0.7671 0.0530 3.1843 -0.1770
H 1.8071 1.3522 3.8746 0.3324
H -0.8701 2.6274 4.9797 0.3114
F -2.4080 -1.2656 -2.0451 -0.3564
C -1.6804 -2.3859 -2.4220 -0.4616
C -1.6990 -2.7067 -3.7708 -0.5368
C -0.7401 -3.5951 -4.2894 -0.7731
C 0.3560 -3.9530 -3.5076 -0.5668
C 0.3017 -3.6169 -2.1607 -0.3676
F 1.4762 -3.7772 -1.4489 -0.4227
C -0.8082 -3.0245 -1.4987 1.9101
B -1.0380 -2.9860 0.0195 0.3877
C -2.3958 -2.4631 0.5572 0.6455
C -2.8569 -1.2343 1.0287 -0.4383
F -1.9207 -0.2163 1.1529 0.5970
C -4.1900 -1.0225 1.3700 -1.2844
C -5.0495 -2.1398 1.4542 -0.4314
C -4.6436 -3.4097 1.0183 -0.9326
C -3.3439 -3.4934 0.5441 0.6804
F -2.9545 -4.6940 -0.0002 -0.2506
C -0.0681 -3.4931 1.1027 1.4471
C 0.2908 -2.7509 2.2353 -0.1971
F -0.1272 -1.4261 2.2264 0.0005
C 1.0427 -3.2071 3.2978 -1.0786
C 1.5470 -4.5126 3.1986 -0.3897
C 1.3469 -5.2883 2.0527 -1.0931
C 0.4734 -4.7910 1.0955 0.1089
F 0.0728 -5.6785 0.1328 -0.3533
H -2.4400 -2.2474 -4.4265 0.4980
H -0.8134 -3.9442 -5.3185 0.4244
H 1.2289 -4.4735 -3.9302 0.4251
H -4.4907 0.0142 1.5790 0.4628
H -6.0562 -1.9888 1.8374 0.3968
H -5.2768 -4.3052 1.0918 0.4437
H 1.1502 -2.5763 4.1834 0.5039
H 2.1118 -4.9168 4.0280 0.4167
H 1.8280 -6.2745 1.9397 0.4285
```

Computed properties:
Gap between HOMO and LUMO   7.1 eV
Multiplicity   1
Calculated total energy   -59093.799 eV
Net charge   0
ΔE to the lowest compared entry with this formula, charge and spin   0.0 kJ/mol
E_HOMO   -0.2926 hartree